[1]
C32H41NPSSbSiV as an isolated structure, computed with ωB97M-V with the def2-TZVPD basis set.

```
79
C32H41NPSSbSiV ωB97M-V with the def2-TZVPD basis set
V 0.104 -0.525 -0.282
C 3.312 2.799 -3.093
Si 4.238 2.843 -1.465
C 5.899 1.963 -1.481
C 4.430 4.593 -0.791
C 3.209 1.928 -0.090
C 3.636 2.051 1.243
C 2.969 1.443 2.300
C 1.867 0.660 2.019
N 1.451 0.511 0.758
C 2.078 1.147 -0.252
S 1.132 0.825 -1.715
H 3.861 3.389 -3.830
H 2.313 3.234 -3.014
H 3.221 1.789 -3.500
H 6.565 2.478 -2.176
H 5.819 0.925 -1.810
H 6.376 1.977 -0.500
H 4.986 5.189 -1.517
H 4.988 4.604 0.146
H 3.460 5.066 -0.630
H 4.506 2.662 1.457
H 3.299 1.572 3.321
H 1.306 0.166 2.803
C -1.434 0.710 -4.401
C -2.437 -0.410 -4.337
C -3.162 -0.818 -5.451
C -4.080 -1.855 -5.363
C -4.305 -2.503 -4.154
C -3.600 -2.123 -3.028
C -2.673 -1.079 -3.134
P -1.874 -0.564 -1.598
C -1.450 -2.157 -0.781
C -2.150 -2.560 0.384
C -2.256 -3.892 0.713
C -1.708 -4.852 -0.139
C -1.002 -4.476 -1.275
C -0.818 -3.140 -1.602
C -0.035 -2.785 -2.835
C -3.070 0.299 -0.597
C -4.383 0.556 -0.996
C -5.212 1.271 -0.150
C -4.727 1.751 1.061
C -3.408 1.526 1.438
C -2.568 0.793 0.610
C -1.143 0.549 0.995
H -1.427 1.186 -5.379
H -0.423 0.338 -4.206
H -1.669 1.478 -3.657
H -3.015 -0.311 -6.396
H -4.628 -2.161 -6.244
H -5.035 -3.298 -4.083
H -3.784 -2.613 -2.079
H -2.676 -1.823 0.980
H -2.800 -4.197 1.597
H -1.840 -5.904 0.085
H -0.599 -5.237 -1.933
H 0.803 -3.469 -2.970
H 0.345 -1.761 -2.821
H -0.663 -2.897 -3.724
H -4.747 0.209 -1.954
H -6.235 1.470 -0.439
H -5.372 2.326 1.712
H -3.033 1.929 2.371
H -1.060 -0.196 1.813
H -0.695 1.484 1.321
C 1.777 -4.704 0.484
Sb 1.806 -2.571 0.557
C 2.954 -2.340 2.347
C 3.378 -2.183 -0.846
H 2.815 -5.009 0.612
H 1.403 -5.063 -0.468
H 1.182 -5.101 1.304
H 3.634 -3.191 2.362
H 2.331 -2.369 3.238
H 3.530 -1.419 2.321
H 4.291 -2.608 -0.432
H 3.502 -1.112 -0.988
H 3.166 -2.659 -1.802
```

The highest occupied orbital energy (alpha / beta) is -17.0 / -17.0 eV. The value obtained for the maximum force is 1.359 eV Å⁻¹. The value obtained for the relative energy (zero: lowest compared OMol25 entry of this formula, charge and spin) is 15.99 kcal per mole. The calculation puts the gap between HOMO and LUMO (alpha / beta) at 6.21 / 6.21 eV. Its total charge is +3.

These are the Löwdin partial charges, in e, on atoms 1 to 6: V 0.420; C -0.195; Si 0.565; C -0.155; C -0.154; C -0.175

***

[2]
An isolated molecule of C5H7NO, computed with ωB97M-V with the def2-TZVPD basis set.

```
14
C5H7NO ωB97M-V with the def2-TZVPD basis set
H -0.924 -2.925 -0.159
N -1.300 -2.022 -0.454
C -0.592 -1.087 0.006
O 0.550 -1.257 0.746
C 0.962 0.045 1.157
C 0.542 0.996 0.056
C 0.074 0.814 -1.375
C -0.801 0.389 -0.228
H 1.977 0.008 1.545
H 0.280 0.366 1.967
H 0.572 2.042 0.343
H 0.391 0.030 -2.062
H -0.115 1.765 -1.874
H -1.615 0.835 0.330
```

As for the SMILES: [H]/N=C1\OC[C@H]2C[C@@H]12. The highest occupied orbital energy is -9.9 eV. The value obtained for the maximum force is 1.217 eV Å⁻¹. The value obtained for the relative energy (zero: lowest compared OMol25 entry of this formula, charge and spin) is 51.93 kcal per mole. The calculation puts the gap between HOMO and LUMO at 10.83 eV.

These are the Löwdin partial charges, in e, on atoms 1 to 6: H 0.064; N 0.166; C -0.434; O -0.007; C -0.146; C -0.203

***

[3]
C22H34Br3F9N3O2S as an isolated structure, computed with ωB97M-V with the def2-TZVPD basis set.

```
74
C22H34Br3F9N3O2S ωB97M-V with the def2-TZVPD basis set
C -5.189 -2.476 1.878
C -6.051 -2.413 0.804
C -5.596 -1.680 -0.392
O -6.153 -0.661 -0.632
O -4.584 -2.178 -1.140
C -3.505 -1.259 -1.387
C -3.217 -1.212 -2.893
C -2.141 -2.207 -3.330
C -0.682 -1.784 -3.034
C -0.407 -0.281 -3.144
C 1.067 0.040 -3.539
C 1.842 0.407 -2.330
N 2.550 -0.455 -1.582
C 3.126 0.203 -0.525
C 4.003 -0.386 0.528
C 3.314 -1.455 1.410
C 4.023 -1.510 2.773
C 3.693 -0.224 3.584
C 3.681 -2.811 3.534
C 2.750 1.520 -0.595
C 3.119 2.597 0.394
C 2.395 3.938 0.220
C 2.290 4.711 1.541
F 2.444 6.032 1.369
F 3.350 4.318 2.326
C 1.039 4.349 2.392
F 0.807 3.028 2.219
F 1.274 4.514 3.690
S -0.551 5.299 1.966
F 0.117 6.614 2.507
F -0.031 5.568 0.486
F -1.264 3.982 1.422
F -1.132 4.962 3.398
F -1.849 6.116 1.640
N 1.966 1.600 -1.755
N 1.362 2.758 -2.273
H -5.328 -1.872 2.766
H -4.320 -3.129 1.797
H -7.047 -2.846 0.844
H -3.771 -0.266 -1.035
H -2.636 -1.655 -0.859
H -3.047 -0.189 -3.222
H -4.147 -1.524 -3.370
H -2.257 -2.436 -4.388
H -2.323 -3.126 -2.770
H -0.045 -2.298 -3.759
H -0.407 -2.185 -2.057
H -0.604 0.159 -2.164
H -1.097 0.188 -3.840
H 1.527 -0.851 -3.959
H 1.039 0.862 -4.249
H 2.635 -1.441 -1.766
H 4.829 -0.884 0.012
H 4.460 0.415 1.099
H 2.256 -1.218 1.524
H 3.478 -2.419 0.928
H 5.091 -1.474 2.551
H 4.573 0.412 3.664
H 3.276 -0.452 4.558
H 2.964 0.366 3.021
H 3.054 -3.441 2.907
H 4.580 -3.344 3.830
H 3.119 -2.568 4.432
H 2.911 2.186 1.376
H 4.194 2.751 0.310
H 1.377 3.736 -0.097
H 2.914 4.594 -0.475
H 2.048 3.505 -2.267
H 1.139 2.609 -3.251
C -6.504 -6.412 -0.827
Br -6.617 -4.526 -1.208
Br -4.680 -6.954 -0.533
Br -7.638 -6.900 0.645
H -6.859 -6.940 -1.699
```

The highest occupied orbital energy is -9.9 eV. The value obtained for the maximum force is 2.257 eV Å⁻¹. The calculation puts the gap between HOMO and LUMO at 7.32 eV. Its total charge is +1.

These are the Löwdin partial charges, in e, on atoms 1 to 6: C 0.048; C -0.167; C -0.608; O 0.157; O -0.068; C -0.153

***

[4]
C12H16BrCdCl3N2O8SSi as an isolated structure, computed with ωB97M-V with the def2-TZVPD basis set.

```
45
C12H16BrCdCl3N2O8SSi ωB97M-V with the def2-TZVPD basis set
Cd 0.538 -1.241 -0.128
O -0.297 1.825 0.798
C 0.924 2.456 1.091
C 2.137 1.654 0.642
N 2.111 0.244 1.031
C 3.341 -0.401 0.558
C 3.396 -0.516 -0.977
O 4.488 -0.361 -1.525
O 2.283 -0.782 -1.543
C 1.929 0.034 2.462
C 1.533 -1.412 2.819
O 1.851 -1.812 3.939
O 0.867 -2.047 1.938
H -0.438 1.896 -0.168
H 0.948 2.625 2.171
H 0.988 3.439 0.607
H 3.044 2.141 1.041
H 2.197 1.685 -0.449
H 3.373 -1.417 0.960
H 4.229 0.137 0.909
H 1.105 0.655 2.816
H 2.829 0.296 3.034
Cl -0.697 -3.467 -3.300
Si -0.274 -3.514 -1.211
Cl -2.064 -4.462 -0.519
Cl 1.071 -5.159 -1.134
C 0.089 0.291 -3.677
S -1.031 0.896 -2.454
O -2.326 1.048 -3.093
O -0.463 2.153 -1.949
O -1.041 -0.140 -1.398
H 0.150 1.038 -4.466
H -0.316 -0.647 -4.052
H 1.057 0.119 -3.205
Br -2.246 1.225 3.656
C -2.942 0.555 2.005
C -3.263 1.465 1.008
C -3.747 0.950 -0.178
C -3.892 -0.425 -0.307
C -3.540 -1.229 0.759
N -3.067 -0.744 1.915
H -3.082 2.520 1.149
H -3.947 1.599 -1.020
H -4.206 -0.860 -1.245
H -3.596 -2.308 0.690
```

The highest occupied orbital energy is -3.2 eV. The value obtained for the maximum force is 0.207 eV Å⁻¹. The value obtained for the relative energy (zero: lowest compared OMol25 entry of this formula, charge and spin) is 3.80 kcal per mole. The calculation puts the gap between HOMO and LUMO at 7.51 eV. Its total charge is -2.

These are the Löwdin partial charges, in e, on atoms 1 to 6: Cd 1.281; O -0.120; C -0.261; C -0.171; N -0.233; C -0.134